12
Properties=species:S:1:pos:R:3 method="wB97M-V/def2-TZVPD" multiplicity=3 s2=2.01 largest_force_ev_per_a=6.7 e_above_lowest_kj_mol=0.0 homo_energy_ev="-4.786 / -10.200" charge=0 lumo_ha="0.0212 / -0.0977" homo_lumo_gap_ev="5.36 / 7.54"
C -1.5700 -0.4065 -0.4876
C -0.5622 -0.4316 0.6460
C 1.1192 0.2555 -0.1939
S 2.4215 0.0514 0.9868
Cl 1.3910 -0.7539 -1.6216
Cl 0.8468 1.8545 -0.7049
H -1.3768 0.6142 -0.9650
H -1.3825 -1.1770 -1.2674
H -2.5918 -0.3942 -0.0572
H -0.1451 -1.3401 1.0917
H -0.7591 0.4368 1.3415
H 2.6091 1.2910 1.2316

=====

83
Properties=species:S:1:pos:R:3 method="wB97M-V/def2-TZVPD" multiplicity=6 s2=8.80 largest_force_ev_per_a=3.0 e_above_lowest_kj_mol=53.2 homo_energy_ev="-9.583 / -9.590" charge=+1 lumo_ha="-0.1072 / -0.2526" homo_lumo_gap_ev="6.67 / 2.72"
Fe -0.9917 -1.0732 0.4286
C -2.4319 -1.5604 1.8502
C -2.0848 -2.7256 1.0778
C -0.1408 -1.9269 2.1001
C -1.2376 -1.0737 2.4932
C -0.6591 -2.9309 1.1961
C -3.8197 -1.0798 2.1088
H -4.4621 -1.2485 1.2314
H -3.8222 -0.0061 2.3420
H -4.2734 -1.6100 2.9623
C -1.1541 -0.0287 3.5462
H -2.0668 0.5788 3.5755
H -0.2846 0.6234 3.3603
H -1.0211 -0.5042 4.5312
C 1.2226 -1.8518 2.6805
H 1.1903 -2.1113 3.7499
H 1.6088 -0.8201 2.6012
H 1.9096 -2.5377 2.1712
C 0.0963 -4.0941 0.6541
H 0.1276 -4.9250 1.3771
H 1.1323 -3.8095 0.4224
H -0.3759 -4.4691 -0.2648
C -3.0573 -3.6918 0.5026
H -3.3363 -4.4745 1.2272
H -2.6297 -4.1837 -0.3764
H -3.9726 -3.1708 0.2049
C -0.9703 1.1195 0.3082
C -2.1915 0.5825 -0.1323
C -2.4907 -0.0094 -1.4703
C -1.2181 -0.5300 -2.1656
C -0.2927 -1.4318 -1.3977
C 0.8466 -0.9165 -0.7008
C 1.3142 0.4987 -0.6920
C 0.2041 1.5835 -0.5082
H -2.9631 0.7385 -2.1228
H -0.5926 0.3700 -2.3847
H -3.2212 -0.8295 -1.3813
H -0.0957 2.0314 -1.4683
H -0.9592 1.5581 1.3144
H -3.0717 0.7979 0.4754
H 0.6900 2.3882 0.0649
H 1.9747 0.6102 0.1854
H 1.6161 -1.6388 -0.4146
H 1.9315 0.7588 -1.5700
H -1.5495 -1.0762 -3.0679
H -0.2729 -2.4723 -1.7245
P -1.2526 1.1901 -4.1689
C -1.3360 2.9604 -4.5459
C -2.3417 0.3188 -5.3539
P 0.9752 -1.0105 -4.0864
C 0.4313 0.7020 -4.6814
C 0.3173 -2.0070 -5.5078
C 2.6959 -0.8978 -4.7291
H -0.4284 3.4599 -4.1810
H -2.2097 3.3747 -4.0245
H -1.4439 3.1245 -5.6251
H -2.1775 0.7070 -6.3680
H -3.3819 0.5168 -5.0563
H -2.1822 -0.7675 -5.3451
H 2.6848 -0.5888 -5.7851
H 3.1638 -1.8876 -4.6375
H 3.2599 -0.1676 -4.1341
H 1.1366 1.4290 -4.2385
H 0.5108 0.7584 -5.7799
H 0.9249 -2.9216 -5.5745
H 0.4096 -1.4478 -6.4506
H -0.7277 -2.2962 -5.3417
O 2.7584 5.7026 3.3370
S 3.4684 4.4591 3.1677
O 4.8798 4.5214 2.8799
N 2.6671 3.3983 2.2220
C 2.1992 2.2897 2.8212
O 1.6001 1.3332 2.2701
C 2.4959 2.3322 4.2870
C 2.1626 1.3966 5.2767
C 2.5807 1.6318 6.5917
C 3.3311 2.7822 6.9075
C 3.6549 3.7180 5.9094
C 3.2162 3.4581 4.6152
H 1.5894 0.5115 4.9905
H 2.3295 0.9217 7.3843
H 3.6585 2.9485 7.9349
H 4.2264 4.6182 6.1190

=====

70
Properties=species:S:1:pos:R:3 method="wB97M-V/def2-TZVPD" smiles=C#C[C@H](OC[C@@H](CCCCn1cccc1)OC)B(O)OC.ClCCl.ClCCl.ClCCl.ClCCl.ClCCl multiplicity=1 largest_force_ev_per_a=1.4 homo_energy_ev=-8.296 charge=0 lumo_ha=-0.0006 homo_lumo_gap_ev=8.28
C -4.2695 2.3466 -1.0976
C -3.1397 2.4867 -1.4706
C -1.7931 2.7268 -2.0023
O -1.1754 1.5741 -2.5904
C -1.2349 0.4147 -1.7715
C -2.1930 -0.6618 -2.3581
C -2.7218 -1.6568 -1.3239
C -3.2894 -1.0176 -0.0359
C -2.3560 -1.3227 1.1500
C -2.8642 -0.7083 2.4623
N -2.0431 0.3860 2.9581
C -2.5262 1.3354 3.8103
C -1.5734 2.2758 4.1037
C -0.4093 1.8469 3.3789
C -0.7284 0.6958 2.7147
O -3.2241 -0.1007 -3.1533
C -3.0192 -0.3013 -4.5273
B -0.8584 3.4800 -0.9337
O 0.3747 3.0174 -0.5677
O -1.2979 4.6480 -0.3763
C -0.8874 4.8154 0.9903
H -5.2098 1.8987 -0.8753
H -1.9221 3.4519 -2.8177
H -0.2396 -0.0385 -1.8186
H -1.4145 0.6299 -0.7148
H -1.5716 -1.2443 -3.0533
H -3.5308 -2.2067 -1.8104
H -1.9325 -2.3639 -1.0551
H -3.3452 0.0692 -0.1318
H -4.3036 -1.3678 0.1688
H -1.3714 -0.9535 0.8613
H -2.2860 -2.4079 1.2634
H -3.0653 -1.4615 3.2283
H -3.8417 -0.2668 2.2420
H -3.5424 1.2950 4.1777
H -1.6849 3.1435 4.7302
H 0.5424 2.3726 3.3770
H -0.0808 0.1033 2.0892
H -3.2793 -1.3283 -4.8239
H -3.6615 0.3569 -5.1148
H -1.9892 -0.1029 -4.8460
H 0.6888 2.3351 -1.1774
H -1.5252 5.5825 1.4324
H -1.0315 3.9008 1.5676
H 0.1436 5.1638 1.0691
Cl 2.2083 0.8570 -2.2342
C 1.6962 0.5104 -3.8980
Cl 2.7089 1.3438 -5.0749
H 1.7683 -0.5584 -4.0656
H 0.6694 0.8446 -4.0123
Cl 3.9225 -2.9814 0.1810
C 4.6150 -1.5770 -0.6496
Cl 6.1113 -1.9898 -1.4864
H 3.8954 -1.2151 -1.3740
H 4.8243 -0.8076 0.0846
Cl 4.9490 3.8563 3.3223
C 4.2294 2.3106 2.8578
Cl 2.4741 2.2968 3.1052
H 4.4329 2.1351 1.8072
H 4.6705 1.5257 3.4622
Cl 3.9021 -6.6316 -2.7483
C 2.8621 -6.0753 -1.4328
Cl 1.1510 -6.1391 -1.8793
H 3.0207 -6.7115 -0.5695
H 3.1189 -5.0493 -1.1982
Cl 4.6511 -5.3927 3.9380
C 4.7315 -3.6571 3.6110
Cl 4.1209 -2.7081 4.9720
H 5.7644 -3.3832 3.4291
H 4.1294 -3.4396 2.7383

=====

19
Properties=species:S:1:pos:R:3 method="wB97M-V/def2-TZVPD" smiles="C=C(C)C(=C)CC" multiplicity=1 largest_force_ev_per_a=2.1 e_above_lowest_kj_mol=140.2 homo_energy_ev=-8.695 charge=0 lumo_ha=0.0381 homo_lumo_gap_ev=9.73
C 1.1471 -1.3835 1.1398
C 0.4143 -0.9444 0.1115
C -0.1723 -1.9986 -0.7955
C 0.3255 0.5101 -0.2732
C 1.4872 1.1496 -0.4773
C -1.0277 1.0825 -0.5073
C -1.7132 1.5569 0.7923
H 0.9678 -2.4140 1.4238
H 1.7401 -0.8060 1.8395
H -0.6384 -2.7874 -0.2065
H -1.0481 -1.5666 -1.3095
H 0.4932 -2.4774 -1.5107
H 1.5776 2.0281 -1.1053
H 2.3508 0.5638 -0.1870
H -1.6825 0.3832 -1.0384
H -0.9549 1.9181 -1.2088
H -0.9958 2.0454 1.4526
H -2.2803 0.7695 1.2823
H -2.4423 2.3345 0.5370

=====

9
Properties=species:S:1:pos:R:3 method="wB97M-V/def2-TZVPD" multiplicity=3 s2=2.01 largest_force_ev_per_a=4.0 e_above_lowest_kj_mol=238.5 homo_energy_ev="-4.411 / -10.553" charge=0 lumo_ha="0.0217 / -0.1252" homo_lumo_gap_ev="5.00 / 7.15"
C -1.0735 -0.2578 0.0501
C 0.4056 -0.0430 0.2103
S 1.0450 1.2517 -0.9107
Cl 0.8946 0.3784 1.9895
H -1.6437 0.6542 -0.0370
H -1.2223 -1.0134 -0.6772
H -1.3921 -0.7669 0.8523
H 0.8400 -0.9633 -0.0263
H 2.1463 0.7601 -1.4511

=====

37
Properties=species:S:1:pos:R:3 method="wB97M-V/def2-TZVPD" smiles=CO[Si](CCCOc1ccccc1)(OC)OC multiplicity=1 largest_force_ev_per_a=1.8 e_above_lowest_kj_mol=0.0 homo_energy_ev=-8.369 charge=0 lumo_ha=0.0290 homo_lumo_gap_ev=9.16
C 1.7572 2.3129 -0.3610
O 1.1245 1.0748 -0.5740
Si 1.9476 -0.2068 0.0842
C 1.6953 -0.2990 1.9460
C 0.1952 -0.1565 2.1856
C -0.7094 -1.2235 1.5267
O -2.0879 -0.9334 1.7134
C -2.7408 -0.2039 0.7124
C -4.1295 -0.1514 0.7932
C -4.8828 0.6112 -0.0762
C -4.2444 1.2878 -1.1018
C -2.8451 1.2694 -1.1868
C -2.1203 0.5185 -0.2827
O 1.4164 -1.6693 -0.5293
C 1.1595 -1.7330 -1.9053
O 3.5696 0.0574 -0.1577
C 4.2633 -0.7621 -1.0347
H 2.8383 2.1878 -0.5830
H 1.6195 2.6416 0.6775
H 1.2992 3.0860 -1.0172
H 2.2965 0.4606 2.4495
H 2.0109 -1.2943 2.2871
H -0.1442 0.8532 1.8751
H 0.0550 -0.1240 3.2862
H -0.5117 -2.2304 1.9645
H -0.5534 -1.3361 0.4486
H -4.5967 -0.7824 1.5173
H -5.9603 0.6795 -0.0398
H -4.8403 1.9191 -1.7514
H -2.3551 1.8619 -1.9794
H -1.0610 0.5083 -0.3602
H 0.4871 -2.5722 -2.0671
H 2.0688 -1.8988 -2.4906
H 0.6586 -0.8065 -2.2248
H 5.2938 -0.8378 -0.6761
H 3.8522 -1.7687 -1.0256
H 4.1744 -0.3399 -2.0426

=====

13
Properties=species:S:1:pos:R:3 method="wB97M-V/def2-TZVPD" smiles="CNC(=O)OC" multiplicity=1 largest_force_ev_per_a=0.4 e_above_lowest_kj_mol=47.8 homo_energy_ev=-9.749 charge=0 lumo_ha=0.0330 homo_lumo_gap_ev=10.65
C -2.3192 -0.1972 0.0492
N -1.0560 0.5040 0.0282
C 0.1279 -0.1556 -0.0682
O 0.2672 -1.3456 -0.2664
O 1.1511 0.7180 0.0741
C 2.4459 0.1380 -0.0399
H -3.0661 0.3592 -0.5250
H -2.6932 -0.3423 1.0707
H -2.1742 -1.1761 -0.4118
H -1.0166 1.4769 0.2868
H 2.5987 -0.6328 0.7208
H 3.1462 0.9607 0.1102
H 2.5883 -0.3072 -1.0287

=====

Calculated E, -1436.2403; -3794.7438; -5764.8905; -273.8552; -937.3628; -1059.7926; -323.7627 Ha (same order as the records).